Run one
Entry from OMol25: a molecular structure, CH3N2S (ωB97M-V/def2-TZVPD).

```
7
Properties=species:S:1:pos:R:3
C -0.843 -0.841 0.751
N 2.413 -0.720 -0.111
N -1.493 0.103 0.240
S 1.087 -1.515 -0.267
H 3.350 -1.257 -0.022
H -0.955 0.745 -0.437
H -2.468 0.194 0.676
```

Properties
E_HOMO (alpha / beta)	-0.5299 / -0.5265	Eh
multiplicity	1
LUMO (alpha / beta)	-0.2618 / -0.2584	Eh
charge	+1
frontier orbital gap (alpha / beta)	7.3 / 7.3	eV


Run two
Entry from OMol25: a molecular structure, CH3N2S (ωB97M-V/def2-TZVPD).

```
7
Properties=species:S:1:pos:R:3
C 0.071 -0.659 0.006
N -1.022 -1.139 -0.024
N 0.726 0.528 0.004
S 2.488 -0.374 -0.006
H -1.398 -2.126 0.162
H 0.588 1.031 -0.788
H 0.411 1.025 0.761
```

Properties
E_HOMO	-0.5405	Eh
multiplicity	1
LUMO	-0.2469	Eh
charge	+1
frontier orbital gap	8.0	eV


Run three
Entry from OMol25: a gas-phase ion, CH3N2S (charge +1) (ωB97M-V/def2-TZVPD).

```
7
Properties=species:S:1:pos:R:3
C 0.100 -0.263 0.332
N -1.083 0.143 0.795
N 0.857 0.430 -0.848
S -0.403 -1.575 1.301
H -1.960 -0.044 0.309
H 0.818 1.430 -0.828
H 1.670 -0.120 -1.061
```

Properties
E_HOMO	-0.5799	Eh
multiplicity	1
LUMO	-0.2385	Eh
charge	+1
frontier orbital gap	9.3	eV


Sorted by energy, starting with the most stable: run three, run two, run one.


Run one
Entry from OMol25: C4H5N3 in the gas phase (ωB97M-V/def2-TZVPD).

```
12
Properties=species:S:1:pos:R:3
N 2.098 -0.077 0.035
C 0.740 -0.115 0.015
N 0.147 -1.279 0.179
C -1.205 -1.247 0.203
C -2.119 -0.186 -0.064
C -1.385 0.930 -0.329
N 0.024 1.054 -0.162
H 2.609 0.666 -0.416
H 2.549 -0.982 0.078
H -1.611 -2.240 0.389
H -1.770 1.929 -0.549
H 0.044 1.641 0.653
```

Properties
E_HOMO	-0.2734	Eh
multiplicity	1
LUMO	-0.0080	Eh
SMILES	NC1=NC=C=CN1
frontier orbital gap	7.2	eV


Run two
Entry from OMol25: C4H5N3 in the gas phase (ωB97M-V/def2-TZVPD).

```
12
Properties=species:S:1:pos:R:3
N 0.774 0.030 -1.895
C 0.108 -0.046 -0.714
C 0.757 -0.588 0.410
C 0.247 -0.196 1.624
N -0.948 0.402 1.760
C -1.599 0.599 0.620
N -1.119 0.478 -0.619
H 1.578 -0.557 -2.041
H 0.339 0.463 -2.691
H 1.665 -1.172 0.310
H 0.837 -0.327 2.528
H -2.639 0.913 0.709
```

Properties
E_HOMO	-0.3319	Eh
multiplicity	1
LUMO	0.0336	Eh
SMILES	Nc1ccncn1
frontier orbital gap	9.9	eV


Sorted by energy, starting with the most stable: run two, run one.